(1)
# C4H12NO

2 unconnected molecules or ions with the total composition C4H12NO in a non-equilibrium geometry (the ωB97M-V functional and the def2-TZVPD basis, OMol25).

Values from the calculation:
**Max |F|**: 2.29 eV/A
**E_tot**: -7867.941 eV
**HOMO**: -0.5671 Ha
**Charge**: +1
**ΔE to the lowest compared entry with this formula, charge and spin**: 6.3501 eV

Atoms and positions in Å:
O 0.93 -1.52 -0.63
C 1.62 -1.54 0.57
C 1.88 -0.12 1.04
N 0.96 0.74 0.63
C -2.27 0.77 -0.10
C -1.61 0.60 -1.47
H 0.37 -0.73 -0.65
H 2.53 -2.12 0.42
H 1.01 -2.04 1.34
H 2.84 0.21 0.54
H 2.07 -0.01 2.14
H -3.05 0.03 0.01
H 1.26 1.68 0.94
H -1.52 0.62 0.70
H -2.70 1.76 0.00
H -2.29 0.89 -2.27
H -1.31 -0.43 -1.66
H -0.72 1.23 -1.55

(2)
# C4H12NO

2 unconnected molecules or ions with the total composition C4H12NO in a non-equilibrium geometry (the ωB97M-V functional and the def2-TZVPD basis, OMol25).

Values from the calculation:
**Max |F|**: 4.42 eV/A
**E_tot**: -7871.651 eV
**HOMO**: -0.5220 Ha
**Charge**: +1
**ΔE to the lowest compared entry with this formula, charge and spin**: 2.6396 eV

Atoms and positions in Å:
C 0.02 -0.55 1.66
C 0.55 -1.27 0.46
C 0.40 -0.42 -0.79
C 1.36 0.03 -1.53
N -0.35 0.93 1.40
H -0.96 -1.09 1.90
H 0.64 -0.66 2.61
H 1.57 -1.88 0.65
H -0.07 -2.20 0.22
H -0.54 -0.69 -1.23
H 1.39 0.31 -2.62
H 2.43 0.10 -1.15
H -1.03 0.97 0.65
H -0.88 1.33 2.23
H 0.45 1.48 1.03
H -1.89 0.41 -1.72
H -1.36 1.83 -2.30
O -1.74 1.37 -1.47

(3)
# C4H12NO

2 unconnected molecules or ions with the total composition C4H12NO (the ωB97M-V functional and the def2-TZVPD basis, OMol25).

Values from the calculation:
**Max |F|**: 0.35 eV/A
**E_tot**: -7873.232 eV
**HOMO**: -0.4805 Ha
**Charge**: +1
**ΔE to the lowest compared entry with this formula, charge and spin**: 1.0590 eV

Atoms and positions in Å:
C -0.82 -0.18 -2.45
C -0.23 1.16 -2.04
N 0.97 0.92 -1.16
H -1.67 0.00 -3.11
H -0.10 -0.78 -3.00
H -1.18 -0.74 -1.59
H 0.09 1.74 -2.89
H -0.94 1.73 -1.44
H 0.73 0.40 -0.29
H 1.42 1.79 -0.88
H 1.68 0.36 -1.64
C -0.58 -1.08 3.10
C -0.32 -0.36 2.03
O 0.73 -0.61 1.15
H -1.42 -0.82 3.73
H 0.01 -1.94 3.37
H -0.90 0.51 1.73
H 1.17 -1.43 1.44

(4)
# C4H12NO

2 unconnected molecules or ions with the total composition C4H12NO in a non-equilibrium geometry (the ωB97M-V functional and the def2-TZVPD basis, OMol25).

Values from the calculation:
**Max |F|**: 5.38 eV/A
**E_tot**: -7857.686 eV
**HOMO (alpha / beta)**: -0.7177 / -0.7171 Ha
**Charge**: +2
**2S+1**: 2
**ΔE to the lowest compared entry with this formula, charge and spin**: 2.5678 eV

Atoms and positions in Å:
C 2.34 -0.41 -0.86
C 1.65 0.65 -0.15
C 0.19 0.53 0.04
C -0.23 0.44 1.28
N -1.70 0.60 1.37
H 3.15 -0.15 -1.58
H 1.73 -1.05 -1.46
H 2.67 -1.25 -0.25
H 1.91 1.51 -0.83
H 2.18 0.93 0.82
H -0.45 0.49 -0.80
H 0.21 0.35 2.32
H -2.16 0.62 0.39
H -2.17 -0.21 1.80
H -1.88 1.28 2.14
H -3.11 -1.69 -1.01
H -2.03 -1.41 -2.09
O -2.30 -1.21 -1.12

(5)
# C4H12NO2

A molecular structure, C4H12NO2 in a non-equilibrium geometry (the ωB97M-V functional and the def2-TZVPD basis, OMol25).

Values from the calculation:
**Max |F|**: 2.03 eV/A
**E_tot**: -9927.261 eV
**HOMO**: -0.1320 Ha
**Charge**: -1
**ΔE to the lowest compared entry with this formula, charge and spin**: 0.9633 eV

Atoms and positions in Å:
C 0.05 1.33 -0.95
O 0.96 0.33 -1.20
C -1.06 0.84 0.07
C -1.06 -0.70 0.28
C 0.02 -1.28 1.21
N -0.02 -1.00 2.61
H -0.48 1.66 -1.85
H 0.55 2.24 -0.53
H -1.96 0.98 -0.56
H -1.17 1.30 1.06
H -1.06 -1.16 -0.70
H -1.99 -0.98 0.78
H -0.08 -2.37 1.04
H 0.95 -0.84 0.82
H -0.46 -1.69 3.22
H -0.52 -0.14 2.82
H 2.84 -0.05 -3.23
H 1.87 0.72 -2.01
O 2.62 0.82 -2.90

(6)
# C4H12NO2

A molecular structure, C4H12NO2 in a non-equilibrium geometry (the ωB97M-V functional and the def2-TZVPD basis, OMol25).

Values from the calculation:
**Max |F|**: 2.09 eV/A
**E_tot**: -9927.210 eV
**HOMO**: -0.1253 Ha
**Charge**: -1
**ΔE to the lowest compared entry with this formula, charge and spin**: 1.0142 eV

Atoms and positions in Å:
C -1.42 0.38 2.47
C -0.44 -0.80 2.12
N -0.05 -0.90 0.72
C 0.36 0.33 0.04
C 1.15 -0.08 -1.29
O 1.08 0.93 -2.21
H -1.66 0.43 3.53
H -0.88 1.25 2.10
H -2.28 0.28 1.80
H -0.79 -1.82 2.32
H 0.36 -0.71 2.86
H -0.71 -1.43 0.16
H -0.47 0.99 -0.23
H 1.06 0.94 0.62
H 0.65 -1.02 -1.57
H 2.22 -0.20 -1.01
H 0.53 0.50 -3.31
H 0.99 0.73 -4.75
O 0.29 0.20 -4.37